<a>
DFT (ωB97M-V with the def2-TZVPD basis set) results for C2H2INO3 in the gas phase.

Element x y z (Å)
O (-0.116, -1.919, -1.095)
C (-0.429, -1.049, -0.380)
I (-2.573, -0.485, -0.064)
C (0.450, -0.194, 0.542)
N (0.486, 1.156, -0.190)
O (-0.280, 2.000, 0.267)
O (1.161, 1.257, -1.193)
H (1.373, -0.764, 0.634)
H (-0.070, -0.001, 1.478)

Calculated values
Molar mass ... 214.95 g/mol
Total charge ... 0
Structure (SMILES) ... O=C(I)C[N+](=O)[O-]

Here are the Mulliken charges for atoms 1 to 4, given in e:
1. O -0.37
2. C 0.27
3. I 0.01
4. C -0.51

=====

<b>
DFT (ωB97M-V with the def2-TZVPD basis set) results for 2 unconnected molecules or ions with the total composition C2H2INO3.

Element x y z (Å)
C (-1.388, 2.128, 0.204)
C (1.443, -0.560, -0.119)
N (0.216, -0.650, -0.511)
O (-0.369, -0.617, -1.529)
O (-0.614, 2.261, 1.001)
O (-0.695, -0.812, 0.710)
I (-2.617, -0.549, 0.151)
H (1.680, -0.895, 0.874)
H (2.344, -0.304, -0.781)

Calculated values
Molar mass ... 214.95 g/mol
Total charge ... 0

Here are the Mulliken charges for atoms 1 to 4, given in e:
1. C 0.09
2. C -0.45
3. N 0.76
4. O -0.61

=====

Q: Which of them is the least stable? A: <b>.

=====

<a>
DFT (ωB97M-V with the def2-TZVPD basis set) results for 2 unconnected molecules or ions with the total composition C2H6NO.

Element x y z (Å)
O (0.020, 1.568, 1.609)
H (0.280, 1.000, 2.294)
C (-1.210, -0.718, -0.803)
C (1.104, -0.357, -0.674)
N (-0.104, -0.333, -1.338)
H (-2.122, -0.562, -1.240)
H (-1.204, -0.977, 0.201)
H (-0.058, 1.009, 0.761)
H (2.061, -0.247, -1.182)
H (1.233, -0.383, 0.372)

Calculated values
Molar mass ... 60.08 g/mol
Total charge ... -1

Here are the Mulliken charges for atoms 1 to 4, given in e:
1. O -0.75
2. H 0.32
3. C -0.71
4. C -0.65

=====

<b>
DFT (ωB97M-V with the def2-TZVPD basis set) results for a gas-phase ion, C2H6NO (charge -1).

Element x y z (Å)
C (-1.103, 0.649, -0.905)
N (0.344, 0.498, -0.781)
C (0.721, -0.101, 0.645)
O (0.099, -1.154, 1.072)
H (-1.626, -0.203, -1.389)
H (-1.446, 1.494, -1.509)
H (-1.563, 0.651, 0.088)
H (0.566, -0.228, -1.446)
H (0.534, 0.835, 1.256)
H (1.804, -0.162, 0.457)

Calculated values
Molar mass ... 60.08 g/mol
Total charge ... -1
Structure (SMILES) ... CNC[O-]

Here are the Mulliken charges for atoms 1 to 4, given in e:
1. C -0.67
2. N -0.53
3. C -0.52
4. O -0.82

=====

Q: Which of them is the least stable? A: <a>.

=====

<a>
DFT (ωB97M-V with the def2-TZVPD basis set) results for a gas-phase ion, C8H16NO (charge +1).

Element x y z (Å)
C (-2.887, -0.406, 1.590)
C (-2.304, -1.428, 1.178)
C (-1.436, -1.360, -0.129)
C (-3.622, 0.793, 1.935)
C (2.650, -0.771, -0.695)
C (1.024, 0.432, -2.056)
C (2.049, 1.669, -0.137)
C (1.556, 0.360, -0.660)
N (0.617, -0.113, 0.458)
O (-0.087, -1.300, 0.293)
H (-2.025, -2.302, 1.612)
H (1.202, -0.264, 1.360)
H (-1.375, -2.373, -0.632)
H (-1.796, -0.531, -0.699)
H (-3.082, 1.676, 2.050)
H (-4.239, 0.466, 2.777)
H (-4.486, 0.952, 1.179)
H (2.915, -1.013, -1.708)
H (3.635, -0.410, -0.295)
H (2.087, -1.644, -0.233)
H (1.682, 0.912, -2.725)
H (0.167, 1.111, -2.043)
H (0.935, -0.603, -2.347)
H (1.362, 2.498, 0.078)
H (2.709, 1.558, 0.703)
H (2.748, 2.093, -0.853)

Calculated values
Molar mass ... 142.22 g/mol
Total charge ... +1

Here are the Mulliken charges for atoms 1 to 4, given in e:
1. C 0.42
2. C -0.28
3. C -0.39
4. C -0.96

=====

<b>
DFT (ωB97M-V with the def2-TZVPD basis set) results for a molecular structure, C8H16NO.

Element x y z (Å)
C (-3.196, 0.266, 2.368)
C (0.834, 1.571, -1.971)
C (1.201, -0.927, -1.483)
C (1.768, 0.881, 0.312)
C (-0.208, -1.164, 1.551)
C (-0.726, 0.506, -0.355)
C (0.740, 0.473, -0.848)
C (-1.135, -0.632, 0.542)
N (-2.195, 0.178, 1.838)
O (-1.956, -1.449, 0.060)
H (-4.089, 0.543, 2.898)
H (0.723, 2.521, -1.550)
H (1.893, 1.454, -2.227)
H (0.222, 1.536, -2.827)
H (1.011, -1.076, -2.487)
H (0.603, -1.709, -0.917)
H (2.332, -1.165, -1.400)
H (1.931, -0.109, 0.723)
H (1.474, 1.652, 1.018)
H (2.802, 1.087, -0.163)
H (-0.721, -1.798, 2.333)
H (0.476, -1.816, 1.055)
H (0.391, -0.507, 2.155)
H (-0.854, 1.535, 0.088)
H (-1.313, 0.368, -1.283)
H (-2.009, -2.216, 0.569)

Calculated values
Molar mass ... 142.22 g/mol
Total charge ... +1

Here are the Mulliken charges for atoms 1 to 4, given in e:
1. C 0.02
2. C -1.93
3. C -1.41
4. C -1.50

=====

<c>
DFT (ωB97M-V with the def2-TZVPD basis set) results for a gas-phase ion, C8H16NO (charge +1).

Element x y z (Å)
C (-2.784, -0.684, 0.490)
N (-1.632, -0.262, -0.318)
C (-1.641, 1.230, -0.655)
O (-0.338, 1.633, -0.575)
C (0.183, 0.974, 0.574)
C (1.684, 1.169, 0.728)
C (2.491, 0.371, -0.289)
C (2.090, -1.098, -0.237)
C (0.623, -1.233, -0.642)
C (-0.284, -0.479, 0.328)
H (-2.772, -0.174, 1.451)
H (-3.712, -0.444, -0.027)
H (-2.746, -1.759, 0.659)
H (-1.639, -0.796, -1.193)
H (-2.027, 1.417, -1.659)
H (-2.279, 1.718, 0.098)
H (-0.326, 1.372, 1.467)
H (1.958, 0.860, 1.738)
H (1.894, 2.234, 0.629)
H (3.550, 0.479, -0.065)
H (2.315, 0.767, -1.290)
H (2.703, -1.681, -0.923)
H (2.241, -1.493, 0.769)
H (0.517, -0.807, -1.643)
H (0.333, -2.286, -0.675)
H (-0.404, -1.027, 1.262)

Calculated values
Molar mass ... 142.22 g/mol
Total charge ... +1
Structure (SMILES) ... C[N@H+]1CO[C@@H]2CCCC[C@@H]21

Here are the Mulliken charges for atoms 1 to 4, given in e:
1. C -1.03
2. N 0.17
3. C -0.52
4. O -0.39

=====

Q: Which of them is the least stable? A: <a>.

=====

<a>
DFT (ωB97M-V with the def2-TZVPD basis set) results for a molecular structure, C38H35AsF6N6O6P2S2V.

Element x y z (Å)
V (-0.118, -0.568, 0.855)
S (-0.842, -2.635, 0.135)
P (-0.913, -1.746, -1.721)
C (-0.795, -0.057, -1.138)
P (-0.438, 1.384, -2.096)
S (-2.293, 1.043, -1.359)
C (-0.270, 1.308, -3.864)
C (0.984, 1.554, -4.431)
C (1.128, 1.512, -5.805)
C (0.027, 1.241, -6.609)
C (-1.222, 1.015, -6.045)
C (-1.379, 1.048, -4.669)
C (0.495, 2.671, -1.300)
C (-0.163, 3.852, -0.952)
C (0.562, 4.891, -0.391)
C (1.925, 4.745, -0.164)
C (2.575, 3.565, -0.503)
C (1.866, 2.524, -1.077)
C (0.529, -2.246, -2.646)
C (1.668, -1.455, -2.747)
C (2.796, -1.944, -3.386)
C (2.791, -3.230, -3.908)
C (1.662, -4.032, -3.790)
C (0.532, -3.547, -3.157)
C (-2.394, -2.164, -2.606)
C (-2.374, -2.126, -4.003)
C (-3.522, -2.446, -4.705)
C (-4.676, -2.808, -4.019)
C (-4.693, -2.847, -2.632)
C (-3.551, -2.527, -1.917)
H (1.839, 1.796, -3.812)
H (2.094, 1.703, -6.251)
H (0.141, 1.221, -7.685)
H (-2.079, 0.828, -6.676)
H (-2.353, 0.877, -4.228)
H (-1.225, 3.967, -1.130)
H (0.065, 5.816, -0.131)
H (2.482, 5.554, 0.290)
H (3.634, 3.455, -0.315)
H (2.378, 1.601, -1.322)
H (1.704, -0.470, -2.301)
H (3.681, -1.328, -3.466)
H (3.673, -3.613, -4.404)
H (1.662, -5.035, -4.193)
H (-0.347, -4.176, -3.072)
H (-1.468, -1.864, -4.536)
H (-3.516, -2.428, -5.786)
H (-5.568, -3.071, -4.573)
H (-5.593, -3.133, -2.105)
H (-3.563, -2.555, -0.834)
F (1.560, -0.217, 0.392)
As (3.436, -3.986, 0.643)
F (2.507, -3.069, -0.465)
F (4.264, -2.530, 0.969)
F (4.448, -4.809, -0.383)
F (3.917, -4.514, 2.177)
F (2.073, -4.994, 0.789)
C (1.836, -0.189, 3.189)
N (2.380, -0.551, 4.468)
C (2.822, -1.948, 4.423)
N (1.699, -2.845, 4.123)
C (1.132, -2.487, 2.854)
N (0.644, -1.062, 2.817)
C (-0.363, -0.926, 3.946)
N (0.206, -1.289, 5.213)
C (1.349, -0.416, 5.497)
C (0.673, -2.677, 5.159)
H (2.587, -0.308, 2.410)
H (1.495, 0.849, 3.207)
H (3.244, -2.222, 5.388)
H (3.593, -2.063, 3.659)
H (0.298, -3.151, 2.618)
H (1.888, -2.566, 2.066)
H (-1.216, -1.563, 3.710)
H (-0.684, 0.117, 3.974)
H (1.772, -0.688, 6.463)
H (1.013, 0.621, 5.541)
H (-0.169, -3.338, 4.948)
H (1.097, -2.949, 6.124)
O (-3.827, 0.333, 1.733)
C (-2.725, 0.760, 1.869)
O (-1.646, -0.019, 1.568)
C (-2.362, 2.118, 2.368)
C (-3.381, 2.934, 2.852)
C (-3.055, 4.191, 3.321)
C (-1.761, 4.678, 3.338)
C (-0.779, 3.834, 2.859)
C (-1.052, 2.571, 2.374)
N (0.625, 4.280, 2.852)
O (1.476, 3.416, 2.722)
O (0.835, 5.463, 2.968)
N (-4.143, 5.065, 3.831)
O (-3.814, 6.153, 4.242)
O (-5.265, 4.619, 3.782)
H (-4.409, 2.599, 2.863)
H (-1.538, 5.667, 3.714)
H (-0.218, 1.989, 2.006)

Calculated values
Molar mass ... 1037.67 g/mol
Total charge ... +2
2S+1 ... 2
<S²> ... 0.76

Here are the Mulliken charges for atoms 1 to 4, given in e:
1. V 0.69
2. S -0.70
3. P 2.20
4. C 1.37

=====

<b>
DFT (ωB97M-V with the def2-TZVPD basis set) results for a molecular structure, C38H35AsF6N6O6P2S2V.

Element x y z (Å)
V (-0.057, -0.475, 0.822)
S (-0.858, -2.530, 0.047)
P (-0.892, -1.594, -1.766)
C (-0.704, 0.083, -1.132)
P (-0.281, 1.468, -2.168)
S (-2.108, 1.296, -1.294)
C (-0.413, 1.405, -3.945)
C (0.754, 1.402, -4.716)
C (0.651, 1.365, -6.094)
C (-0.601, 1.349, -6.699)
C (-1.757, 1.375, -5.929)
C (-1.673, 1.400, -4.546)
C (0.762, 2.705, -1.435)
C (0.159, 3.851, -0.911)
C (0.958, 4.840, -0.362)
C (2.340, 4.686, -0.332)
C (2.933, 3.549, -0.868)
C (2.150, 2.554, -1.428)
C (0.588, -2.082, -2.656)
C (1.697, -1.259, -2.824)
C (2.875, -1.783, -3.334)
C (2.950, -3.130, -3.654)
C (1.846, -3.958, -3.481)
C (0.665, -3.440, -2.981)
C (-2.336, -2.058, -2.694)
C (-2.285, -1.993, -4.090)
C (-3.355, -2.476, -4.824)
C (-4.455, -3.023, -4.170)
C (-4.506, -3.072, -2.783)
C (-3.447, -2.585, -2.032)
H (1.730, 1.435, -4.247)
H (1.547, 1.353, -6.701)
H (-0.676, 1.324, -7.779)
H (-2.728, 1.381, -6.407)
H (-2.573, 1.428, -3.949)
H (-0.916, 3.968, -0.948)
H (0.506, 5.737, 0.043)
H (2.954, 5.457, 0.116)
H (4.010, 3.442, -0.857)
H (2.622, 1.671, -1.846)
H (1.655, -0.226, -2.518)
H (3.747, -1.152, -3.455)
H (3.878, -3.542, -4.028)
H (1.914, -5.012, -3.721)
H (-0.192, -4.085, -2.824)
H (-1.405, -1.599, -4.586)
H (-3.323, -2.450, -5.906)
H (-5.274, -3.429, -4.752)
H (-5.366, -3.506, -2.288)
H (-3.471, -2.633, -0.950)
F (1.544, -0.180, 0.424)
As (3.052, -3.838, 0.972)
F (2.348, -2.857, -0.224)
F (4.137, -2.565, 1.251)
F (3.980, -4.772, -0.059)
F (3.493, -4.501, 2.451)
F (1.639, -4.766, 0.989)
C (1.902, -0.206, 3.340)
N (2.412, -0.670, 4.602)
C (2.789, -2.078, 4.507)
N (1.608, -2.889, 4.154)
C (1.063, -2.448, 2.910)
N (0.665, -0.985, 2.926)
C (-0.341, -0.846, 4.043)
N (0.194, -1.305, 5.296)
C (1.391, -0.518, 5.646)
C (0.579, -2.716, 5.196)
H (2.658, -0.330, 2.568)
H (1.641, 0.849, 3.420)
H (3.179, -2.424, 5.461)
H (3.559, -2.196, 3.748)
H (0.210, -3.068, 2.646)
H (1.861, -2.586, 2.126)
H (-1.234, -1.420, 3.793)
H (-0.601, 0.210, 4.128)
H (1.787, -0.879, 6.593)
H (1.124, 0.535, 5.752)
H (-0.296, -3.320, 4.952)
H (0.985, -3.047, 6.149)
O (-3.749, 0.193, 1.597)
C (-2.658, 0.623, 1.755)
O (-1.535, -0.110, 1.475)
C (-2.356, 2.005, 2.253)
C (-3.398, 2.766, 2.771)
C (-3.116, 4.017, 3.275)
C (-1.837, 4.534, 3.314)
C (-0.823, 3.759, 2.795)
C (-1.067, 2.519, 2.244)
N (0.575, 4.235, 2.836)
O (1.444, 3.387, 2.711)
O (0.761, 5.422, 2.977)
N (-4.232, 4.849, 3.801)
O (-3.934, 5.935, 4.249)
O (-5.343, 4.371, 3.728)
H (-4.410, 2.384, 2.784)
H (-1.645, 5.508, 3.745)
H (-0.239, 1.984, 1.810)

Calculated values
Molar mass ... 1037.67 g/mol
Total charge ... +2
2S+1 ... 2
<S²> ... 0.76

Here are the Mulliken charges for atoms 1 to 4, given in e:
1. V 0.58
2. S -0.70
3. P 2.45
4. C 1.92

=====

Q: Which of them is the least stable? A: <b>.